Record 1
A cluster of 2 separate species, C8H18FNO10PS in total, computed with ωB97M-V/def2-TZVPD.

```
! RIJCOSX wB97M-V def2-TZVPD def2/J DEFGRID3
* xyz -1 1
O -1.283 -2.883 -4.561
C -1.485 -2.318 -3.490
O -1.328 -2.848 -2.317
N -2.023 -0.883 -3.524
C -3.386 -0.996 -2.951
P -4.432 0.541 -3.090
O -3.906 1.711 -2.332
O -4.792 0.949 -4.676
O -5.937 0.179 -2.400
S -0.992 0.096 -2.595
O 0.376 -0.404 -2.633
O -1.439 0.345 -1.224
F -0.938 1.565 -3.346
H -3.899 -1.846 -3.496
H -3.364 -1.309 -1.860
H -4.029 0.754 -5.253
H -5.714 -0.490 -1.722
C 2.341 3.074 1.868
O 2.828 1.908 2.503
C 2.187 1.572 3.719
C 1.500 0.203 3.708
O 0.488 -0.045 2.747
C 0.816 0.035 1.361
C 1.870 -0.917 0.800
O 3.137 -0.831 1.443
C 3.559 -2.015 2.090
H 3.042 3.900 2.025
H 2.283 2.885 0.794
H 1.345 3.359 2.219
H 1.469 2.339 4.018
H 2.966 1.539 4.492
H 1.004 0.098 4.681
H 2.233 -0.603 3.690
H 1.037 1.068 1.098
H -0.115 -0.181 0.830
H 2.029 -0.649 -0.248
H 1.487 -1.945 0.809
H 2.729 -2.695 2.304
H 4.025 -1.741 3.042
H 4.311 -2.520 1.480
*
```

## Properties
E_LUMO = 0.10169 Ha
E = -53395.6463 eV
gap between HOMO and LUMO = 8.458 eV
F_max = 5.441 eV/A

Record 2
A cluster of 2 separate species, C8H18IN2 in total, computed with ωB97M-V/def2-TZVPD.

```
! RIJCOSX wB97M-V def2-TZVPD def2/J DEFGRID3
* xyz 1 1
C -2.503 -0.207 -1.066
C -1.690 0.898 -1.731
C -2.783 0.150 0.390
C -0.371 1.111 -0.986
C -1.469 0.365 1.143
C -0.651 1.461 0.470
C 3.638 -2.704 -0.067
C 2.932 -1.450 0.227
N 1.764 -1.205 0.629
N 0.657 1.596 1.196
I 4.091 0.336 -0.057
H -3.442 -0.346 -1.599
H -1.953 -1.149 -1.113
H -1.482 0.640 -2.768
H -2.267 1.825 -1.728
H -3.385 1.058 0.435
H -3.348 -0.649 0.870
H 0.215 0.191 -1.028
H 0.200 1.906 -1.468
H -1.679 0.625 2.183
H -0.899 -0.566 1.129
H -1.181 2.416 0.531
H 4.026 -2.687 -1.087
H 2.988 -3.568 0.061
H 4.502 -2.800 0.595
H 1.150 0.667 1.094
H 1.175 -2.023 0.773
H 0.513 1.795 2.191
H 1.256 2.316 0.779
*
```

## Properties
E_LUMO = -0.10086 Ha
E = -19663.4256 eV
gap between HOMO and LUMO = 10.323 eV
F_max = 1.297 eV/A

Record 3
An isolated molecule of C8H18N2O, computed with ωB97M-V/def2-TZVPD.

```
! RIJCOSX wB97M-V def2-TZVPD def2/J DEFGRID3
* xyz 0 1
C -2.957 0.311 -0.556
O -1.930 -0.623 -0.217
C -0.676 -0.073 -0.195
N 0.209 -0.601 0.605
C -0.174 -1.804 1.412
C 0.809 -2.017 2.573
C -0.126 -3.019 0.525
N -0.276 1.009 -0.981
C 1.146 1.425 -1.015
C 1.366 2.144 -2.344
C 1.361 2.426 0.164
H -2.814 0.793 -1.550
H -2.926 1.130 0.194
H -3.945 -0.173 -0.601
H -1.125 -1.693 1.909
H 0.543 -2.918 3.141
H 0.733 -1.165 3.253
H 1.805 -2.093 2.190
H -0.991 -3.036 -0.081
H 0.755 -3.016 -0.155
H -0.099 -3.938 1.127
H -0.873 1.337 -1.749
H 1.847 0.612 -0.924
H 2.386 2.491 -2.432
H 0.665 2.988 -2.454
H 1.162 1.450 -3.181
H 2.348 2.923 0.117
H 0.606 3.219 0.117
H 1.169 1.909 1.105
*
```

## Properties
E_LUMO = 0.02763 Ha
E = -13615.0293 eV
SMILES = CO/C(=N\C(C)C)NC(C)C
gap between HOMO and LUMO = 9.101 eV
F_max = 3.371 eV/A

Record 4
A cluster of 2 separate species, C8H18N2O3 in total, computed with ωB97M-V/def2-TZVPD.

```
! RIJCOSX wB97M-V def2-TZVPD def2/J DEFGRID3
* xyz 0 1
C 1.463 4.368 0.239
C 1.103 3.195 1.293
C 0.424 1.652 -0.331
C -0.628 0.707 0.259
C 0.580 -1.589 0.628
C -0.631 -2.508 0.752
C -0.231 -3.146 -1.602
C -1.634 -3.440 -2.331
H 0.909 4.343 -0.832
H 2.387 4.281 -0.460
H 1.228 5.567 0.519
H 1.937 3.329 1.922
H 0.076 3.193 1.745
H -0.137 2.529 -0.804
H 0.765 0.799 -1.074
H -1.137 1.471 1.114
H -1.497 0.442 -0.254
H 0.805 -1.178 -0.320
H 1.222 -2.119 1.406
H -1.985 -1.781 0.857
H -0.572 -3.094 1.734
H -0.239 -2.069 -1.715
H 0.706 -3.700 -1.982
H -1.919 -4.397 -2.068
H -2.225 -2.635 -1.908
H -1.577 -3.436 -3.443
N -0.023 -0.293 1.039
N 0.273 0.020 2.298
O 1.328 2.155 0.526
O -0.374 -3.480 -0.113
O -0.396 0.816 2.904
*
```

## Properties
E_LUMO = 0.02382 Ha
E = -17700.0761 eV
gap between HOMO and LUMO = 9.308 eV
F_max = 6.310 eV/A

Record 5
A cluster of 2 separate species, C8H18N2O4S2 in total, computed with ωB97M-V/def2-TZVPD.

```
! RIJCOSX wB97M-V def2-TZVPD def2/J DEFGRID3
* xyz 0 1
C -5.923 -0.622 -0.931
S -4.537 -1.303 0.003
C -3.319 0.006 -0.293
C -2.013 -0.331 0.424
C -0.858 0.649 0.126
N 0.408 0.284 0.741
C -1.224 2.024 0.649
O -1.049 2.386 1.788
O -1.819 2.798 -0.277
H -6.753 -1.328 -0.851
H -6.242 0.341 -0.521
H -5.667 -0.502 -1.987
H -3.723 0.962 0.063
H -3.145 0.103 -1.371
H -2.174 -0.364 1.509
H -1.681 -1.331 0.115
H -0.725 0.721 -0.959
H 0.346 0.454 1.741
H 0.588 -0.704 0.603
H -2.043 3.631 0.170
N 4.064 -1.734 -0.809
C 3.405 -0.537 -0.316
C 2.931 -0.736 1.125
S 1.671 -2.030 1.269
C 4.219 0.755 -0.398
O 3.954 1.775 0.193
O 5.272 0.656 -1.234
H 4.246 -1.652 -1.803
H 4.972 -1.839 -0.363
H 2.518 -0.364 -0.939
H 3.788 -0.969 1.766
H 2.487 0.191 1.494
H 2.335 -2.920 0.512
H 5.693 1.531 -1.237
*
```

## Properties
E_LUMO = 0.01970 Ha
E = -41429.0222 eV
SMILES = CSCC[C@H](N)C(=O)O.N[C@@H](CS)C(=O)O
gap between HOMO and LUMO = 9.085 eV
F_max = 2.319 eV/A

Record 6
The ion C8H18N5S with charge +1, computed with ωB97M-V/def2-TZVPD.

```
! RIJCOSX wB97M-V def2-TZVPD def2/J DEFGRID3
* xyz 1 1
C -0.787 -2.440 2.467
C 0.554 -2.388 1.752
N 0.472 -1.836 0.399
C 0.583 -0.487 0.195
N 1.075 -0.200 -1.187
C 1.458 1.233 -1.500
C 0.401 1.837 -2.405
C 2.836 1.235 -2.138
N -0.875 0.386 0.186
N -1.887 -0.433 0.028
N -3.055 -0.214 0.326
C -3.427 0.889 1.096
C -2.583 1.760 1.653
S -0.870 1.830 1.270
H -1.177 -1.442 2.652
H -1.514 -2.992 1.875
H -0.673 -2.940 3.424
H 1.271 -1.793 2.316
H 0.953 -3.399 1.644
H -0.278 -2.277 -0.129
H 1.201 0.022 0.935
H 0.333 -0.485 -1.839
H 1.883 -0.813 -1.352
H 1.484 1.775 -0.552
H 0.618 2.886 -2.569
H 0.387 1.345 -3.373
H -0.581 1.771 -1.949
H 3.582 0.792 -1.481
H 3.140 2.258 -2.338
H 2.832 0.699 -3.085
H -4.482 0.909 1.313
H -2.876 2.511 2.366
*
```

## Properties
E_LUMO = -0.11436 Ha
E = -26864.0120 eV
SMILES = CCN[C@@H]([NH2+]C(C)C)N1N=NC=CS1
gap between HOMO and LUMO = 7.995 eV
F_max = 3.236 eV/A

Record 7
The ion C8H18N5S with charge +1, computed with ωB97M-V/def2-TZVPD.

```
! RIJCOSX wB97M-V def2-TZVPD def2/J DEFGRID3
* xyz 1 1
C 1.470 1.555 1.351
C 0.355 -0.585 1.681
C 0.619 1.254 -0.920
C 0.774 -3.690 1.178
C -2.410 3.233 -1.607
C 0.859 -0.690 -3.134
C -0.144 -2.978 2.125
C -1.229 2.928 -0.652
N 1.337 1.805 0.134
N 1.157 0.457 2.048
N -0.364 -0.382 0.639
N 0.408 -1.637 2.494
N -0.533 1.819 -1.301
S 1.631 0.041 -1.657
H 2.011 2.293 1.959
H 0.327 -4.540 0.756
H 1.227 -3.172 0.332
H 1.701 -4.013 1.625
H -3.174 4.152 -1.258
H -2.138 3.600 -2.663
H -3.101 2.366 -1.702
H 1.180 -0.002 -3.907
H -0.281 -0.915 -3.094
H 1.428 -1.651 -3.379
H -1.234 -2.831 1.803
H -0.391 -3.621 3.037
H -0.589 3.863 -0.797
H -1.498 2.590 0.378
H 1.801 0.097 2.857
H -1.102 -1.051 0.310
H 0.930 -1.596 3.374
H -1.028 1.299 -2.008
*
```

## Properties
E_LUMO = -0.10160 Ha
E = -26865.8533 eV
gap between HOMO and LUMO = 9.510 eV
F_max = 4.693 eV/A

Record 8
A structure of composition C8H18NaO4, computed with ωB97M-V/def2-TZVPD.

```
! RIJCOSX wB97M-V def2-TZVPD def2/J DEFGRID3
* xyz 1 1
C 1.441 1.271 1.588
O 0.242 0.840 2.316
C -0.986 1.383 1.961
C -1.876 0.327 1.342
O -1.296 -0.135 0.097
C -1.531 -1.535 -0.163
C -0.625 -2.025 -1.261
O 0.722 -1.756 -0.954
C 1.639 -1.992 -2.004
H 1.238 2.223 1.045
H 2.192 1.473 2.375
H -0.887 2.235 1.258
H -1.492 1.748 2.870
H -2.881 0.722 1.142
H -2.000 -0.513 2.040
H -2.582 -1.687 -0.446
H -1.358 -2.093 0.767
H -0.861 -1.508 -2.205
H -0.763 -3.115 -1.358
H 2.640 -1.723 -1.648
H 1.636 -3.066 -2.243
H 1.393 -1.374 -2.881
Na 1.347 -0.513 0.612
C 0.399 2.191 -2.157
O -0.529 1.097 -2.103
C -1.661 1.218 -1.509
H 1.117 1.932 -2.941
H -0.135 3.122 -2.379
H 0.890 2.273 -1.180
H -2.420 0.531 -1.893
H -2.004 2.207 -1.180
*
```

## Properties
E_LUMO = -0.18326 Ha
E = -21182.3248 eV
gap between HOMO and LUMO = 3.985 eV
F_max = 2.660 eV/A

Record 9
A cluster of 2 separate species, C8H18O in total, computed with ωB97M-V/def2-TZVPD.

```
! RIJCOSX wB97M-V def2-TZVPD def2/J DEFGRID3
* xyz 1 2
C -2.100 0.877 1.815
C -0.737 1.280 1.658
C 0.285 0.534 0.699
C 1.515 -0.056 1.531
C 2.449 -0.562 0.401
C 1.699 -1.268 -0.606
C 1.107 -0.933 -1.800
C 0.468 -1.803 -2.791
H -2.435 0.278 2.471
H -2.471 0.683 0.741
H -2.666 1.843 1.979
H -0.566 2.274 1.457
H -0.153 1.197 2.569
H -0.219 -0.222 0.089
H 0.919 1.246 0.172
H 2.060 0.778 1.928
H 1.063 -0.861 2.243
H 2.950 0.241 -0.091
H 3.334 -1.220 0.800
H 1.431 -2.404 -0.475
H 1.220 0.137 -2.214
H 0.554 -2.875 -2.694
H 0.488 -1.493 -3.814
H -0.607 -1.763 -2.567
H -3.895 1.334 -1.571
H -2.655 1.121 -0.649
O -3.038 1.638 -1.282
*
```

## Properties
E_LUMO (spin up / spin down) = -0.15548 / -0.29689 Ha
E = -10623.2359 eV
gap between HOMO and LUMO (spin up / spin down) = 10.008 / 6.169 eV
F_max = 9.527 eV/A

Record 10
A structure of composition C8H18O2, computed with ωB97M-V/def2-TZVPD.

```
! RIJCOSX wB97M-V def2-TZVPD def2/J DEFGRID3
* xyz 0 1
C 0.164 0.457 2.141
C 0.790 -0.687 1.336
C 0.135 -2.040 1.851
C 2.366 -0.594 1.555
C -0.827 0.486 -1.416
C 0.180 0.354 -2.559
C -0.659 1.854 -1.014
C -2.274 0.173 -1.985
H -0.964 0.493 1.838
H 0.330 0.025 3.244
H 0.622 1.489 2.029
H 1.029 -2.811 1.605
H -0.859 -2.335 1.493
H 0.297 -2.255 2.883
H 2.288 -0.612 2.714
H 2.668 0.442 1.343
H 2.934 -1.400 1.142
H 1.231 0.883 -2.536
H -0.921 0.962 -3.305
H 0.563 -0.925 -2.457
H -1.660 2.593 -0.573
H 0.182 1.929 -0.146
H -0.046 2.484 -2.079
H -2.124 -0.920 -1.651
H -2.152 0.285 -3.342
H -3.251 0.825 -1.471
O 0.685 -0.540 -0.057
O -0.725 -0.614 -0.584
*
```

## Properties
E_LUMO = 0.02617 Ha
E = -12671.6680 eV
gap between HOMO and LUMO = 10.255 eV
F_max = 7.417 eV/A

Record 11
A structure of composition C8H18O2PS, computed with ωB97M-V/def2-TZVPD.

```
! RIJCOSX wB97M-V def2-TZVPD def2/J DEFGRID3
* xyz -1 1
C -1.033 -2.032 -1.595
C 0.763 -2.724 0.099
C -1.664 -2.516 0.907
C -0.874 2.277 0.734
C 1.285 1.464 1.321
C 1.204 3.220 -0.377
C -0.551 -1.913 -0.033
C 0.499 2.023 0.247
O -0.720 1.271 -2.102
O -0.388 -0.620 0.294
P 0.314 0.845 -1.138
S 2.006 0.057 -1.813
H -0.233 -1.528 -2.202
H -1.311 -3.061 -1.888
H -1.865 -1.226 -1.657
H 1.400 -2.248 -0.622
H 0.526 -3.691 -0.346
H 1.147 -2.838 1.126
H -1.989 -3.466 0.351
H -1.123 -2.693 1.790
H -2.467 -1.755 1.103
H -0.663 2.722 1.711
H -1.541 2.843 0.138
H -1.270 1.210 0.819
H 1.924 2.233 1.831
H 2.054 0.751 0.878
H 0.618 0.868 1.964
H 1.075 4.264 0.140
H 2.231 2.888 -0.401
H 0.644 3.374 -1.277
*
```

## Properties
E_LUMO = 0.12571 Ha
E = -32808.8010 eV
gap between HOMO and LUMO = 7.868 eV
F_max = 3.761 eV/A

Record 12
A cluster of 2 separate species, C8H18O3S in total, computed with ωB97M-V/def2-TZVPD.

```
! RIJCOSX wB97M-V def2-TZVPD def2/J DEFGRID3
* xyz 0 1
C 1.413 1.808 1.115
C 1.000 1.029 -0.139
C 1.338 1.709 -1.414
S 1.772 -0.492 -0.121
C 3.577 -1.196 0.332
O 1.382 -1.298 -1.290
O 1.033 -1.181 1.114
H 0.549 2.373 1.399
H 2.339 2.400 0.872
H 1.524 1.134 1.940
H 2.306 2.122 -1.363
H 0.620 2.535 -1.456
H 1.164 1.137 -2.172
H 3.373 -2.223 0.094
H 4.318 -1.054 -0.363
H 3.852 -1.042 1.389
H 0.208 -1.517 0.728
C -3.214 -0.005 -1.114
C -2.211 -0.406 -0.175
C -2.325 0.147 1.218
C -1.809 -1.835 -0.164
O -1.519 -2.487 0.812
H -3.431 1.082 -1.031
H -4.119 -0.434 -0.786
H -3.052 -0.313 -2.175
H -1.242 -0.022 -0.610
H -1.678 -0.588 1.805
H -1.983 1.172 1.291
H -3.296 -0.223 1.456
H -1.889 -2.330 -1.191
*
```

## Properties
E_LUMO = 0.01691 Ha
E = -25560.5240 eV
SMILES = CC(C)=[S@](C)(=O)O.CC(C)C=O
gap between HOMO and LUMO = 8.356 eV
F_max = 5.944 eV/A